ORCA calculation (ωB97M-V/def2-TZVPD) on C27H43IIrNOSSi2 as an isolated structure.

```
77
C27H43IIrNOSSi2 ωB97M-V/def2-TZVPD
Ir 0.3480 -0.6330 -0.0039
I 3.8782 -0.3317 -0.3782
C 2.1158 -1.4124 -0.9095
H 2.2851 -2.4444 -0.6059
H 2.0370 -1.3620 -1.9936
S -0.4009 -1.1307 4.6460
C -0.5754 -0.8715 2.9729
N 0.4442 -1.1737 2.2249
C 1.4935 -1.6724 3.0018
C 2.7183 -2.1458 2.5350
C 3.6331 -2.6141 3.4513
C 3.3462 -2.6269 4.8230
C 2.1321 -2.1813 5.2976
C 1.2076 -1.7077 4.3685
H -1.4960 -0.4746 2.5753
H 2.9460 -2.1375 1.4806
H 4.5893 -2.9808 3.1046
H 4.0853 -2.9991 5.5186
H 1.9014 -2.2036 6.3535
C -0.9093 2.2558 2.1438
C 0.4900 2.8770 2.1299
C 1.5944 1.9040 2.5481
C 0.7574 3.5578 0.8101
C 0.8469 4.9203 0.7573
C 1.0565 5.5880 -0.4571
C 1.1809 4.8747 -1.6458
C 1.1158 3.5005 -1.6863
C 1.1983 2.8587 -3.0561
C -0.1949 2.8736 -3.7006
C 1.8319 1.4786 -3.1567
C 0.8966 2.7935 -0.4272
O 0.8581 1.5299 -0.3942
H -1.1267 1.8465 3.1319
H -1.0050 1.4570 1.4048
H -1.6685 3.0041 1.9126
H 0.4801 3.6769 2.8751
H 1.6983 1.0668 1.8592
H 1.3823 1.5063 3.5430
H 2.5593 2.4104 2.5895
H 0.7524 5.4951 1.6699
H 1.1222 6.6677 -0.4701
H 1.3402 5.4157 -2.5706
H 1.8311 3.5365 -3.6366
H -0.8793 2.2280 -3.1510
H -0.1318 2.5071 -4.7258
H -0.6183 3.8779 -3.7199
H 1.2257 0.7172 -2.6706
H 2.8264 1.4577 -2.7154
H 1.9229 1.2137 -4.2110
C -4.2480 -1.1104 -1.8339
Si -2.5014 -0.4618 -1.6739
C -1.6419 -0.6645 -3.3261
C -2.6501 1.3290 -1.1337
C -1.5637 -1.3788 -0.3034
Si -1.4228 -3.2778 -0.4370
C -0.6886 -3.7699 -2.0839
C -3.1235 -4.0303 -0.2371
C -0.3469 -3.9880 0.9278
H -4.8041 -0.4243 -2.4785
H -4.7657 -1.1530 -0.8740
H -4.2962 -2.0984 -2.2909
H -1.9030 0.1441 -4.0103
H -1.9598 -1.5972 -3.7952
H -0.5546 -0.6942 -3.2459
H -3.2580 1.8978 -1.8409
H -1.6909 1.8359 -1.0300
H -3.1554 1.3712 -0.1645
H -2.1424 -1.1509 0.6062
H -1.3811 -3.5982 -2.9087
H -0.4563 -4.8371 -2.0690
H 0.2372 -3.2372 -2.3099
H -3.7543 -3.8861 -1.1131
H -3.6517 -3.6250 0.6282
H -3.0142 -5.1063 -0.0812
H 0.6880 -3.6421 0.8922
H -0.3312 -5.0756 0.8227
H -0.7420 -3.7644 1.9214
```

Computed properties:
Frontier orbital gap (alpha / beta) = 7.877 / 6.312 eV
Spin multiplicity = 6
Relative energy (zero: lowest compared OMol25 entry of this formula, charge and spin) = 14.4 kJ/mol
Maximum force = 0.42 eV Å⁻¹
Expectation value of S² = 8.79
Total charge = +1

Results of the Mulliken charge analysis, in e, for atoms 1 through 4: Ir 3.4364; I 0.0237; C -1.7483; H 0.7272



ORCA calculation (ωB97M-V/def2-TZVPD) on C6H10O as an isolated structure.

```
17
C6H10O ωB97M-V/def2-TZVPD
C 1.8529 0.7602 -0.8578
C 0.7896 -0.1503 -0.3137
C -0.2545 -1.3747 0.9708
C -1.2585 -1.1481 -0.1528
C -0.7111 0.1997 -0.6108
C -0.6808 1.1012 0.6060
O 0.4140 0.3486 1.1798
H 2.8271 0.5364 -0.4106
H 1.9449 0.5896 -1.9390
H 1.6581 1.8368 -0.7039
H 0.4422 -2.2020 0.8980
H -0.6688 -1.2912 1.9818
H -2.3037 -1.1508 0.1860
H -1.1083 -1.8973 -0.9372
H -1.0558 0.5906 -1.5718
H -1.5578 1.1329 1.2658
H -0.3293 2.1184 0.4093
```

Computed properties:
Frontier orbital gap (alpha / beta) = 7.647 / 7.647 eV
Relative energy (zero: lowest compared OMol25 entry of this formula, charge and spin) = 569.7 kJ/mol
Maximum force = 0.51 eV Å⁻¹

Results of the Mulliken charge analysis, in e, for atoms 1 through 4: C -1.1638; C -0.2016; C -0.1807; C -0.4903



ORCA calculation (ωB97M-V/def2-TZVPD) on CBr3NO2 as an isolated structure at a distorted geometry.

```
7
CBr3NO2 ωB97M-V/def2-TZVPD
C 0.5435 -0.1655 -0.2361
N -1.0198 0.2179 0.4464
O -1.9082 -0.5872 0.3346
O -1.0256 1.3274 0.8617
Br 1.9744 0.9189 0.6908
Br 0.9081 -2.1267 -0.0797
Br 0.5276 0.4151 -2.0177
```

Computed properties:
Frontier orbital gap = 9.884 eV
Relative energy (zero: lowest compared OMol25 entry of this formula, charge and spin) = 31.0 kJ/mol
Maximum force = 2.15 eV Å⁻¹

Results of the Mulliken charge analysis, in e, for atoms 1 through 4: C -0.0780; N 0.8382; O -0.4703; O -0.4434



ORCA calculation (ωB97M-V/def2-TZVPD) on C48H65N2P3PtSi as an isolated structure at a distorted geometry.

```
120
C48H65N2P3PtSi ωB97M-V/def2-TZVPD
Pt 0.3845 -0.1682 -0.5709
C -3.4710 -2.1278 -2.6652
C -3.4811 -0.6486 -3.0086
C -2.9970 -0.4030 -4.4334
P -2.5402 0.4090 -1.7521
C -3.2095 2.0966 -2.3039
C -2.2847 2.7598 -3.3250
C -3.5271 3.0443 -1.1591
C -3.5112 0.0466 -0.2360
C -4.8917 0.2354 -0.3307
C -5.7277 -0.0524 0.7309
C -5.1909 -0.5491 1.9052
C -3.8245 -0.7402 2.0027
C -2.9595 -0.4362 0.9544
Si -1.0663 -0.6799 1.2576
C -0.3748 0.4839 2.6418
C -1.2137 0.8844 3.6766
C -0.7342 1.5799 4.7746
C 0.6075 1.9149 4.8447
C 1.4478 1.5785 3.8016
C 0.9716 0.8679 2.7032
P 2.1736 0.4349 1.4037
C 3.2457 1.9416 1.0023
C 2.6133 3.2849 1.3590
C 3.6881 1.8250 -0.4625
C 3.4222 -0.6538 2.3240
C 4.2591 -0.0237 3.4365
C 2.6963 -1.8544 2.9147
C -0.6221 -2.4043 2.0070
C -1.1377 -2.7194 3.2582
C -0.8456 -3.9196 3.8807
C 0.0020 -4.8203 3.2614
C 0.5613 -4.5086 2.0364
C 0.2582 -3.3065 1.3992
P 0.9241 -2.9350 -0.2694
C 0.0418 -4.2589 -1.2594
C 0.4984 -5.7062 -1.1096
C -1.4357 -4.1321 -0.8913
C 2.7782 -3.2102 -0.3914
C 3.4233 -4.3816 0.3373
C 3.1116 -3.2178 -1.8833
H -4.1224 -2.6602 -3.3557
H -3.8380 -2.3004 -1.6546
H -2.4706 -2.5327 -2.7649
H -4.5158 -0.2953 -2.9311
H -1.9210 -0.5412 -4.5162
H -3.2565 0.5938 -4.7771
H -3.4732 -1.1143 -5.1049
H -4.1432 1.8418 -2.8166
H -1.5418 3.3738 -2.8260
H -2.8663 3.4047 -3.9824
H -1.7654 2.0301 -3.9430
H -2.7150 3.0809 -0.4350
H -4.4342 2.7581 -0.6356
H -3.6653 4.0495 -1.5534
H -5.3340 0.6138 -1.2399
H -6.7912 0.0986 0.6345
H -5.8316 -0.7863 2.7400
H -3.4345 -1.1489 2.9193
H -2.2666 0.6531 3.6287
H -1.4046 1.8564 5.5730
H 0.9979 2.4429 5.7006
H 2.4838 1.8739 3.8426
H 4.1428 1.8258 1.6149
H 1.5394 3.3005 1.2057
H 3.0505 4.0741 0.7520
H 2.7971 3.5357 2.3997
H 2.9503 1.2815 -1.0454
H 4.6338 1.2950 -0.5366
H 3.8143 2.8037 -0.9180
H 4.1093 -0.9814 1.5324
H 3.6627 0.1485 4.3270
H 4.7609 0.8969 3.1567
H 5.0332 -0.7412 3.6996
H 2.0167 -1.5381 3.7063
H 3.4148 -2.5480 3.3466
H 2.1158 -2.3758 2.1613
H -1.7719 -2.0112 3.7674
H -1.2733 -4.1442 4.8462
H 0.2337 -5.7615 3.7364
H 1.2500 -5.2085 1.5918
H 0.1941 -3.9634 -2.3033
H 0.3886 -6.0655 -0.0912
H 1.5204 -5.8583 -1.4432
H -0.1379 -6.3273 -1.7377
H -1.6419 -4.5993 0.0690
H -2.0555 -4.6244 -1.6353
H -1.7276 -3.0843 -0.8202
H 3.1932 -2.2873 0.0343
H 3.0654 -5.3406 -0.0212
H 3.2757 -4.3253 1.4118
H 4.4958 -4.3461 0.1524
H 2.8024 -4.1452 -2.3567
H 4.1857 -3.1208 -2.0237
H 2.6176 -2.3960 -2.4013
C 1.8263 0.3424 -3.3957
N 1.0415 0.8836 -2.3142
C 0.8784 2.1791 -2.2943
C 0.2850 2.8548 -1.2269
C 0.0322 4.2498 -1.0412
C -0.6025 4.3600 0.1647
C -0.7206 3.0369 0.6798
N -0.1771 2.1578 -0.1491
C 1.1683 -0.7249 -4.2404
C 1.5612 -0.8540 -5.5683
C 1.0318 -1.8597 -6.3553
C 0.1169 -2.7511 -5.8203
C -0.2833 -2.6175 -4.5032
C 0.2377 -1.6036 -3.7158
H 2.7379 -0.0985 -2.9619
H 2.1507 1.1569 -4.0573
H 1.2535 2.7860 -3.1192
H 0.2989 5.0258 -1.7302
H -0.9611 5.2447 0.6500
H -1.1766 2.7323 1.6036
H 2.2793 -0.1665 -5.9916
H 1.3369 -1.9487 -7.3858
H -0.2891 -3.5454 -6.4260
H -1.0038 -3.3123 -4.1017
H -0.0882 -1.4774 -2.6774
```

Computed properties:
Frontier orbital gap (alpha / beta) = 4.736 / 4.734 eV
Maximum force = 3.14 eV Å⁻¹
Total charge = +2

Results of the Mulliken charge analysis, in e, for atoms 1 through 4: Pt 2.6987; C -1.4035; C 0.5592; C -1.5873



ORCA calculation (ωB97M-V/def2-TZVPD) on one molecule with the formula C5H7NO at a distorted geometry.

```
14
C5H7NO ωB97M-V/def2-TZVPD
C 1.2093 -1.0114 0.1684
C -0.1002 -0.9067 -0.4822
C 2.8624 0.7996 0.0936
C -1.8236 1.0329 -0.2561
C -0.9921 0.0436 0.3747
N 2.0154 -0.0812 0.2492
O -2.3951 -0.1315 0.2198
H 1.4957 -2.0929 0.4348
H -0.0465 -0.5057 -1.4775
H -0.6653 -1.9007 -0.5394
H -0.7998 0.2994 1.3483
H 3.1167 1.5334 0.8438
H -2.0923 1.9025 0.3410
H -1.7845 1.0186 -1.3183
```

Computed properties:
Frontier orbital gap = 8.969 eV
Relative energy (zero: lowest compared OMol25 entry of this formula, charge and spin) = 459.5 kJ/mol
Maximum force = 4.62 eV Å⁻¹

Results of the Mulliken charge analysis, in e, for atoms 1 through 4: C -0.3656; C -0.4320; C -0.3377; C -0.4668



ORCA calculation (ωB97M-V/def2-TZVPD) on one molecule with the formula C3H8NOPS2 at a distorted geometry.

```
16
C3H8NOPS2 ωB97M-V/def2-TZVPD
C 0.9888 0.9829 -1.7452
C 0.6252 2.1544 -2.5644
C -0.6912 -0.0841 2.2536
N -0.1591 0.0576 -1.4803
O -0.4418 2.5879 -2.7660
P -0.0204 -1.2336 -0.3512
S 1.6324 -1.3394 0.5902
S -1.7139 -0.9037 0.9649
H 1.6863 0.3517 -2.3481
H 1.5232 1.5138 -0.9783
H 1.5938 2.8649 -2.7258
H -0.4952 -2.4470 -1.0976
H 0.2800 -0.6359 2.5865
H -1.4006 0.1592 3.0066
H -0.5165 0.8160 1.6634
H -0.9996 0.6717 -1.3107
```

Computed properties:
Frontier orbital gap (alpha / beta) = 5.305 / 5.679 eV
Spin multiplicity = 3
Relative energy (zero: lowest compared OMol25 entry of this formula, charge and spin) = 284.5 kJ/mol
Maximum force = 3.97 eV Å⁻¹
Expectation value of S² = 2.01

Results of the Mulliken charge analysis, in e, for atoms 1 through 4: C -0.3661; C 0.0000; C -0.6959; N -0.3894



> Among the records above, which one has the highest maximum force?

C5H7NO



Copy entry 1 word for word.
ORCA calculation (ωB97M-V/def2-TZVPD) on C27H43IIrNOSSi2 as an isolated structure.

```
77
C27H43IIrNOSSi2 ωB97M-V/def2-TZVPD
Ir 0.3480 -0.6330 -0.0039
I 3.8782 -0.3317 -0.3782
C 2.1158 -1.4124 -0.9095
H 2.2851 -2.4444 -0.6059
H 2.0370 -1.3620 -1.9936
S -0.4009 -1.1307 4.6460
C -0.5754 -0.8715 2.9729
N 0.4442 -1.1737 2.2249
C 1.4935 -1.6724 3.0018
C 2.7183 -2.1458 2.5350
C 3.6331 -2.6141 3.4513
C 3.3462 -2.6269 4.8230
C 2.1321 -2.1813 5.2976
C 1.2076 -1.7077 4.3685
H -1.4960 -0.4746 2.5753
H 2.9460 -2.1375 1.4806
H 4.5893 -2.9808 3.1046
H 4.0853 -2.9991 5.5186
H 1.9014 -2.2036 6.3535
C -0.9093 2.2558 2.1438
C 0.4900 2.8770 2.1299
C 1.5944 1.9040 2.5481
C 0.7574 3.5578 0.8101
C 0.8469 4.9203 0.7573
C 1.0565 5.5880 -0.4571
C 1.1809 4.8747 -1.6458
C 1.1158 3.5005 -1.6863
C 1.1983 2.8587 -3.0561
C -0.1949 2.8736 -3.7006
C 1.8319 1.4786 -3.1567
C 0.8966 2.7935 -0.4272
O 0.8581 1.5299 -0.3942
H -1.1267 1.8465 3.1319
H -1.0050 1.4570 1.4048
H -1.6685 3.0041 1.9126
H 0.4801 3.6769 2.8751
H 1.6983 1.0668 1.8592
H 1.3823 1.5063 3.5430
H 2.5593 2.4104 2.5895
H 0.7524 5.4951 1.6699
H 1.1222 6.6677 -0.4701
H 1.3402 5.4157 -2.5706
H 1.8311 3.5365 -3.6366
H -0.8793 2.2280 -3.1510
H -0.1318 2.5071 -4.7258
H -0.6183 3.8779 -3.7199
H 1.2257 0.7172 -2.6706
H 2.8264 1.4577 -2.7154
H 1.9229 1.2137 -4.2110
C -4.2480 -1.1104 -1.8339
Si -2.5014 -0.4618 -1.6739
C -1.6419 -0.6645 -3.3261
C -2.6501 1.3290 -1.1337
C -1.5637 -1.3788 -0.3034
Si -1.4228 -3.2778 -0.4370
C -0.6886 -3.7699 -2.0839
C -3.1235 -4.0303 -0.2371
C -0.3469 -3.9880 0.9278
H -4.8041 -0.4243 -2.4785
H -4.7657 -1.1530 -0.8740
H -4.2962 -2.0984 -2.2909
H -1.9030 0.1441 -4.0103
H -1.9598 -1.5972 -3.7952
H -0.5546 -0.6942 -3.2459
H -3.2580 1.8978 -1.8409
H -1.6909 1.8359 -1.0300
H -3.1554 1.3712 -0.1645
H -2.1424 -1.1509 0.6062
H -1.3811 -3.5982 -2.9087
H -0.4563 -4.8371 -2.0690
H 0.2372 -3.2372 -2.3099
H -3.7543 -3.8861 -1.1131
H -3.6517 -3.6250 0.6282
H -3.0142 -5.1063 -0.0812
H 0.6880 -3.6421 0.8922
H -0.3312 -5.0756 0.8227
H -0.7420 -3.7644 1.9214
```

Computed properties:
Frontier orbital gap (alpha / beta) = 7.877 / 6.312 eV
Spin multiplicity = 6
Relative energy (zero: lowest compared OMol25 entry of this formula, charge and spin) = 14.4 kJ/mol
Maximum force = 0.42 eV Å⁻¹
Expectation value of S² = 8.79
Total charge = +1

Results of the Mulliken charge analysis, in e, for atoms 1 through 4: Ir 3.4364; I 0.0237; C -1.7483; H 0.7272